# C34H51ClN2O22S5

A 6-piece molecular cluster, C34H51ClN2O22S5 overall at a distorted geometry (ωB97M-V/def2-TZVPD, OMol25).

The geometry in XYZ format:
```
115
Properties=species:S:1:pos:R:3:lowdin_charge:R:1
O 1.626 4.744 5.154 0.13
C 1.468 4.580 3.972 -0.39
N 2.269 5.150 2.955 0.18
C 2.042 4.432 1.738 -0.36
O 2.763 4.498 0.779 0.13
C 0.802 3.637 1.965 -0.03
C 0.023 2.877 1.098 -0.13
C 0.376 2.689 -0.366 -0.12
C 0.572 1.187 -0.637 -0.18
C 1.025 0.892 -2.073 -0.20
C 0.531 -0.492 -2.507 -0.20
C 1.207 -1.682 -1.809 -0.20
C 2.738 -1.587 -1.635 -0.19
C 3.161 -1.732 -0.157 -0.21
C 4.397 -0.891 0.187 -0.20
C 4.868 -1.201 1.627 -0.20
C 6.160 -2.045 1.660 -0.19
C 7.147 -1.614 2.751 -0.17
C 7.578 -0.138 2.648 -0.14
N 8.941 0.035 2.171 -0.13
C 9.220 0.651 0.990 -0.12
C 10.581 0.699 0.810 -0.10
C 11.142 0.074 1.955 -0.11
C 10.116 -0.321 2.774 -0.11
C -1.099 2.250 1.631 -0.04
C -1.432 2.363 2.973 -0.62
Cl -2.829 1.514 3.553 0.71
C -0.660 3.109 3.850 -0.02
C 0.434 3.729 3.304 -0.08
H 3.249 5.103 3.220 0.16
H 1.305 3.235 -0.525 0.11
H -0.401 3.105 -1.009 0.13
H -0.394 0.707 -0.471 0.10
H 1.332 0.833 0.064 0.12
H 0.566 1.618 -2.754 0.11
H 2.102 1.024 -2.170 0.10
H -0.530 -0.532 -2.235 0.10
H 0.541 -0.595 -3.595 0.11
H 0.732 -1.922 -0.857 0.09
H 1.019 -2.554 -2.444 0.10
H 3.184 -0.702 -2.089 0.10
H 3.183 -2.446 -2.144 0.11
H 3.397 -2.775 0.068 0.12
H 2.335 -1.412 0.482 0.10
H 5.175 -1.094 -0.553 0.11
H 4.145 0.172 0.106 0.11
H 4.059 -1.746 2.109 0.06
H 4.989 -0.267 2.177 0.10
H 6.646 -2.107 0.684 0.11
H 5.865 -3.068 1.918 0.11
H 8.044 -2.233 2.686 0.11
H 6.695 -1.776 3.731 0.10
H 6.943 0.423 1.964 0.11
H 7.454 0.346 3.619 0.12
H 8.478 1.032 0.307 0.11
H 11.117 1.135 -0.016 0.09
H 12.197 -0.048 2.142 0.09
H 10.161 -0.818 3.728 0.11
H -1.720 1.657 0.971 0.12
H -0.876 3.194 4.905 0.13
O -5.816 0.677 -1.206 -0.23
S -6.734 0.049 -0.331 0.59
O -7.763 -0.800 -0.817 -0.22
O -7.378 1.154 0.624 -0.19
C -7.146 0.835 2.000 -0.15
C -5.844 0.064 1.990 -0.18
O -5.919 -0.743 0.805 -0.19
H -7.974 0.220 2.357 0.13
H -7.090 1.745 2.591 0.14
H -5.722 -0.566 2.866 0.13
H -4.986 0.730 1.897 0.09
O -6.086 3.090 -1.199 -0.23
S -7.184 3.874 -1.632 0.61
O -8.189 4.309 -0.730 -0.22
O -7.871 3.115 -2.866 -0.18
C -7.898 3.970 -4.016 -0.16
C -6.705 4.873 -3.853 -0.16
O -6.649 5.152 -2.446 -0.18
H -8.831 4.538 -4.001 0.14
H -7.846 3.384 -4.929 0.11
H -6.799 5.795 -4.419 0.14
H -5.780 4.365 -4.136 0.13
O 0.126 -4.957 0.853 -0.22
S -0.487 -5.206 -0.403 0.59
O 0.214 -5.805 -1.478 -0.21
O -1.166 -3.845 -0.907 -0.20
C -2.570 -4.041 -1.128 -0.15
C -2.958 -5.130 -0.152 -0.16
O -1.841 -6.028 -0.163 -0.19
H -2.714 -4.357 -2.163 0.14
H -3.108 -3.113 -0.954 0.14
H -3.863 -5.655 -0.444 0.14
H -3.074 -4.737 0.860 0.13
O 2.031 -1.793 3.346 -0.22
S 2.745 -2.557 4.305 0.58
O 3.998 -2.133 4.816 -0.21
O 2.874 -4.052 3.757 -0.19
C 2.297 -4.978 4.685 -0.16
C 1.212 -4.184 5.383 -0.16
O 1.780 -2.875 5.541 -0.18
H 3.073 -5.294 5.384 0.13
H 1.909 -5.844 4.156 0.14
H 0.945 -4.596 6.351 0.14
H 0.318 -4.098 4.763 0.13
O -4.272 2.765 -7.694 -0.21
S -5.620 2.433 -7.413 0.59
O -6.620 3.425 -7.227 -0.23
O -5.640 1.444 -6.157 -0.19
C -6.296 0.215 -6.501 -0.15
C -6.044 0.058 -7.986 -0.16
O -6.146 1.393 -8.505 -0.18
H -7.361 0.319 -6.283 0.13
H -5.886 -0.603 -5.914 0.14
H -6.770 -0.588 -8.471 0.14
H -5.036 -0.311 -8.186 0.14
```

E_HOMO   -7.87 eV
Total energy   -5541.98159 Eh
HOMO-LUMO gap   7.44 eV